# 1
This record from the Open Molecules 2025 dataset describes the molecule C2H8Si. The level of theory is the ωB97M-V functional and the def2-TZVPD basis.

Geometry as ORCA input:
```
! wB97M-V def2-TZVPD RIJCOSX def2/J DEFGRID3
* xyz 0 3
C -1.40 0.33 -0.17
C -0.26 -0.67 0.12
Si 1.51 0.09 0.03
H -1.11 1.38 0.04
H -1.69 0.31 -1.23
H -2.18 0.10 0.46
H -0.41 -1.49 -0.49
H -0.44 -1.06 1.04
H 1.56 0.66 -1.32
H 2.52 -0.90 0.01
H 1.73 1.07 1.21
*
```

Calculated values
molar mass: 60.2 g mol⁻¹
expectation value of S²: 2.003
LUMO energy (spin up / spin down): 0.0367 / -0.1958 Ha
F_max: 6.60 eV/Å
orbital gap (spin up / spin down): 4.227 / 6.538 eV
E_HOMO (spin up / spin down): -3.23 / -11.87 eV


# 2
This record from the Open Molecules 2025 dataset describes a structure of composition C2H91N3NbO39. The level of theory is the ωB97M-V functional and the def2-TZVPD basis.

Geometry as ORCA input:
```
! wB97M-V def2-TZVPD RIJCOSX def2/J DEFGRID3
* xyz -1 1
N -5.89 1.32 2.53
C -4.43 0.97 2.64
N -3.91 1.05 1.29
N -4.38 -0.38 3.17
C -3.80 1.99 3.68
Nb -1.55 2.27 3.59
H -5.88 2.17 1.98
H -6.15 1.65 3.45
H -3.27 0.30 1.07
H -3.53 1.95 1.07
H -3.44 -0.74 3.15
H -4.73 -0.39 4.11
H -4.07 1.64 4.68
H -4.27 2.99 3.57
H -1.85 3.77 2.57
H -1.41 1.27 2.08
H -1.20 0.82 4.68
H -1.62 3.30 5.12
H 0.24 2.68 3.42
O 1.30 0.00 4.12
H 1.72 -0.79 3.75
H 2.03 0.56 4.38
O -2.71 -1.75 -0.30
H -2.83 -2.21 -1.14
H -3.60 -1.73 0.08
O 1.02 -0.67 1.45
H 0.54 -0.24 2.18
H 0.81 -0.12 0.69
O -3.30 2.24 6.87
H -3.09 1.31 7.06
H -3.93 2.48 7.55
O -1.04 -2.69 -2.98
H -0.42 -2.13 -3.47
H -0.56 -2.91 -2.17
O 0.30 0.10 -1.28
H 0.67 0.34 -2.13
H -0.55 -0.31 -1.49
O 3.96 -0.56 5.57
H 3.13 -1.04 5.71
H 4.55 -1.22 5.18
O 1.42 -3.03 -4.34
H 0.59 -3.52 -4.20
H 2.01 -3.69 -4.74
O 3.59 -2.97 -5.85
H 4.35 -2.73 -6.40
H 3.16 -2.13 -5.68
O 4.92 -2.95 4.01
H 4.10 -3.43 4.15
H 5.52 -3.61 3.63
O -0.42 6.19 3.57
H -0.91 6.63 4.26
H -0.57 6.73 2.79
O 5.24 -0.71 -6.68
H 5.50 -0.47 -7.57
H 5.29 0.11 -6.17
O -3.40 5.37 1.40
H -3.19 4.85 0.61
H -4.14 4.91 1.80
O -2.49 -0.63 -4.89
H -2.07 -1.14 -4.19
H -2.31 0.29 -4.65
O 4.41 1.63 -5.30
H 3.66 1.69 -4.70
H 4.66 2.54 -5.45
O -5.15 6.08 3.45
H -4.54 6.63 2.95
H -4.67 5.86 4.25
O 5.62 -2.72 7.15
H 5.27 -1.82 7.23
H 6.45 -2.61 6.69
O -2.73 -0.34 -8.14
H -2.43 -0.51 -7.24
H -3.45 0.27 -8.03
O 0.34 -3.57 -7.35
H 0.91 -3.41 -6.58
H -0.26 -2.81 -7.35
O 6.36 -4.29 1.67
H 6.56 -5.17 1.33
H 6.71 -3.68 1.02
O 6.03 -7.39 2.12
H 6.23 -8.30 2.32
H 5.38 -7.14 2.78
O -3.82 5.12 -1.34
H -4.55 4.86 -1.91
H -3.55 5.98 -1.68
O 7.04 -5.05 8.41
H 7.60 -4.88 9.17
H 6.44 -4.29 8.39
O -6.45 -1.03 0.47
H -5.90 -0.84 1.24
H -7.06 -0.29 0.46
O 5.68 -4.94 -4.72
H 6.25 -4.79 -3.96
H 5.08 -4.18 -4.72
O 4.05 -0.20 8.63
H 3.56 0.25 9.31
H 3.90 0.34 7.84
O -8.79 1.79 4.10
H -9.14 2.69 4.18
H -7.96 1.91 3.64
O -1.78 2.12 -9.92
H -2.60 1.64 -9.80
H -1.17 1.46 -10.26
O 4.27 -6.61 -7.43
H 4.84 -6.46 -6.67
H 3.67 -5.85 -7.42
O -9.50 4.45 3.25
H -10.21 4.19 2.67
H -9.21 5.31 2.92
O -8.08 6.84 2.24
H -7.94 7.64 1.72
H -7.21 6.65 2.62
O 4.87 2.48 8.45
H 5.48 3.03 7.95
H 5.35 2.27 9.25
O -3.82 8.11 -0.75
H -3.40 7.58 -0.06
H -3.63 9.02 -0.50
O 3.30 -9.69 -8.35
H 3.71 -10.22 -7.66
H 3.49 -8.78 -8.09
O 3.66 1.34 0.68
H 2.84 0.86 0.85
H 4.22 0.68 0.26
O -0.35 -0.30 -11.32
H -1.16 -0.79 -11.19
H 0.27 -0.96 -11.66
O -1.81 8.88 3.21
H -1.05 9.11 2.67
H -2.24 9.72 3.38
O 5.44 -6.59 -10.61
H 5.63 -7.52 -10.42
H 4.81 -6.36 -9.92
O 3.99 -6.12 0.09
H 4.39 -6.64 0.80
H 4.16 -5.21 0.34
*
```

Calculated values
molar mass: 874.6 g mol⁻¹
LUMO energy: 0.0372 Ha
F_max: 1.82 eV/Å
orbital gap: 5.652 eV
E_HOMO: -4.64 eV


# 3
This record from the Open Molecules 2025 dataset describes the molecule C2H9BO2P2S. The level of theory is the ωB97M-V functional and the def2-TZVPD basis.

Geometry as ORCA input:
```
! wB97M-V def2-TZVPD RIJCOSX def2/J DEFGRID3
* xyz 0 1
C -2.16 0.00 -0.97
C -1.51 -0.99 -0.01
O -0.12 -0.69 0.15
B 0.42 -0.11 1.25
O 0.17 -0.52 2.53
P 1.69 1.37 1.11
P 2.73 0.64 -0.67
S 2.45 1.57 -2.35
H -2.78 0.73 -0.44
H -2.79 -0.51 -1.70
H -1.38 0.53 -1.52
H -1.58 -2.01 -0.39
H -2.01 -0.97 0.96
H -0.55 -1.16 2.61
H 0.87 2.23 0.35
H 4.07 0.64 -0.24
H 2.47 -0.74 -0.67
*
```

Calculated values
molar mass: 169.9 g mol⁻¹
LUMO energy: 0.0096 Ha
F_max: 0.52 eV/Å
orbital gap: 8.667 eV
E_HOMO: -8.41 eV


# 4
This record from the Open Molecules 2025 dataset describes a structure of composition C2H9Ba3O3. The level of theory is the ωB97M-V functional and the def2-TZVPD basis.

Geometry as ORCA input:
```
! wB97M-V def2-TZVPD RIJCOSX def2/J DEFGRID3
* xyz 5 1
Ba 32.85 2.91 -36.40
Ba 36.62 4.39 -36.73
Ba 34.01 7.13 -38.14
O 34.06 5.34 -36.17
H 34.46 5.67 -35.33
C 35.86 8.24 -33.21
O 37.21 7.81 -33.16
H 35.86 9.33 -33.31
H 35.30 7.86 -34.10
H 35.28 7.94 -32.34
H 37.71 8.46 -33.67
C 32.12 6.00 -33.17
O 32.00 5.21 -34.36
H 31.38 5.73 -32.42
H 33.12 5.85 -32.72
H 32.09 7.07 -33.37
H 32.67 5.51 -34.97
*
```

Calculated values
molar mass: 493.1 g mol⁻¹
LUMO energy: -0.7322 Ha
F_max: 3.10 eV/Å
orbital gap: 3.333 eV
E_HOMO: -23.26 eV


# 5
This record from the Open Molecules 2025 dataset describes a cluster of 2 separate species, C2H9FN3P in total. The level of theory is the ωB97M-V functional and the def2-TZVPD basis.

Geometry as ORCA input:
```
! wB97M-V def2-TZVPD RIJCOSX def2/J DEFGRID3
* xyz 0 1
C -1.63 -1.02 0.36
C -0.46 0.02 -1.56
N 1.37 2.97 0.20
N 1.70 -0.41 1.09
N -0.48 -0.36 -0.17
F -0.19 0.69 2.20
P 0.48 0.66 0.75
H -1.79 -0.80 1.47
H -2.54 -0.82 -0.20
H -1.37 -2.11 0.32
H 0.05 0.98 -1.64
H 0.09 -0.79 -2.19
H -1.36 -0.11 -2.09
H 1.99 2.62 -0.51
H 2.61 -0.17 1.11
H 1.54 -1.34 0.84
*
```

Calculated values
molar mass: 125.1 g mol⁻¹
LUMO energy (spin up / spin down): -0.0017 / 0.0033 Ha
F_max: 3.71 eV/Å
orbital gap (spin up / spin down): 8.401 / 8.369 eV
E_HOMO (spin up / spin down): -8.45 / -8.28 eV


# 6
This record from the Open Molecules 2025 dataset describes a structure of composition C2H9ISi3. The level of theory is the ωB97M-V functional and the def2-TZVPD basis.

Geometry as ORCA input:
```
! wB97M-V def2-TZVPD RIJCOSX def2/J DEFGRID3
* xyz 0 1
C -0.33 -0.10 -1.32
C -0.30 1.06 1.26
Si 0.39 -0.40 0.29
Si -0.54 -1.59 -2.46
Si 1.16 2.33 1.17
I -2.89 -2.30 -2.81
H -1.29 0.33 -0.98
H 0.20 0.69 -1.87
H -1.08 1.50 0.64
H -0.85 0.79 2.13
H -0.10 -1.78 0.84
H 1.80 -0.49 0.33
H 0.28 -2.77 -1.81
H 0.05 -1.43 -3.86
H 1.86 2.31 2.43
*
```

Calculated values
molar mass: 244.3 g mol⁻¹
LUMO energy: -0.0293 Ha
F_max: 2.59 eV/Å
orbital gap: 7.607 eV
E_HOMO: -8.40 eV


# 7
This record from the Open Molecules 2025 dataset describes a cluster of 2 separate species, C2H9N2 in total. The level of theory is the ωB97M-V functional and the def2-TZVPD basis.

Geometry as ORCA input:
```
! wB97M-V def2-TZVPD RIJCOSX def2/J DEFGRID3
* xyz 1 1
C 2.37 -4.74 0.29
H 1.53 -4.83 0.98
H 2.82 -3.81 -0.06
H 3.19 -5.09 0.94
H 2.10 -5.37 -0.56
N -0.38 3.13 -0.31
C -1.62 2.92 -0.63
N -2.59 2.92 0.25
H -0.01 3.39 0.61
H 0.39 3.20 -0.96
H -1.76 2.64 -1.67
H -3.45 2.54 -0.12
H -2.59 3.11 1.24
*
```

Calculated values
molar mass: 61.1 g mol⁻¹
LUMO energy: -0.1508 Ha
F_max: 2.32 eV/Å
orbital gap: 9.723 eV
E_HOMO: -13.83 eV


# 8
This record from the Open Molecules 2025 dataset describes a cluster of 2 separate species, C2H9N2 in total. The level of theory is the ωB97M-V functional and the def2-TZVPD basis.

Geometry as ORCA input:
```
! wB97M-V def2-TZVPD RIJCOSX def2/J DEFGRID3
* xyz 1 3
C -1.18 0.40 1.95
C 0.95 -0.38 -0.82
N 2.00 0.23 -1.35
N -0.18 -0.05 -1.62
H -1.15 1.36 2.67
H -1.10 -0.50 2.53
H -2.11 0.27 1.50
H -0.32 0.37 1.24
H 3.02 0.00 -1.08
H 1.86 0.99 -1.95
H -1.00 0.28 -1.12
H -0.54 -0.91 -2.07
H 0.15 0.54 -2.45
*
```

Calculated values
molar mass: 61.1 g mol⁻¹
expectation value of S²: 2.004
LUMO energy (spin up / spin down): -0.1438 / -0.2541 Ha
F_max: 5.80 eV/Å
orbital gap (spin up / spin down): 8.248 / 9.557 eV
E_HOMO (spin up / spin down): -12.16 / -16.47 eV


# 9
This record from the Open Molecules 2025 dataset describes a cluster of 2 separate species, C2H9N2O in total. The level of theory is the ωB97M-V functional and the def2-TZVPD basis.

Geometry as ORCA input:
```
! wB97M-V def2-TZVPD RIJCOSX def2/J DEFGRID3
* xyz -1 1
C 0.89 -2.52 0.30
O 0.72 -1.22 0.65
H 0.79 -2.72 -0.77
H 1.89 -2.95 0.57
H 0.18 -3.23 0.79
N -0.60 2.07 0.88
C -0.90 1.69 -0.54
N 0.03 0.79 -1.12
H -1.34 1.78 1.51
H 0.22 1.52 1.13
H -1.88 1.23 -0.58
H -0.99 2.62 -1.11
H 1.00 1.07 -1.05
H -0.01 -0.13 -0.65
*
```

Calculated values
molar mass: 77.1 g mol⁻¹
LUMO energy: 0.1658 Ha
F_max: 0.97 eV/Å
orbital gap: 7.094 eV
E_HOMO: -2.58 eV


# 10
This record from the Open Molecules 2025 dataset describes a cluster of 2 separate species, C2H9N2O in total. The level of theory is the ωB97M-V functional and the def2-TZVPD basis.

Geometry as ORCA input:
```
! wB97M-V def2-TZVPD RIJCOSX def2/J DEFGRID3
* xyz -1 1
N 1.21 0.55 -2.99
H 1.26 1.43 -2.49
H 0.69 0.71 -3.85
H 2.13 0.24 -3.28
C -1.14 -0.78 2.02
O -1.28 -0.66 3.35
C -0.15 0.23 1.39
N 0.13 0.06 -0.04
H -0.77 -1.80 1.67
H -2.11 -0.62 1.45
H -0.57 1.22 1.56
H 0.78 0.15 1.97
H -0.73 0.14 -0.56
H 0.55 -0.85 -0.20
*
```

Calculated values
molar mass: 77.1 g mol⁻¹
LUMO energy: 0.1273 Ha
F_max: 0.89 eV/Å
orbital gap: 5.457 eV
E_HOMO: -1.99 eV


# 11
This record from the Open Molecules 2025 dataset describes a cluster of 2 separate species, C2H9N2O in total. The level of theory is the ωB97M-V functional and the def2-TZVPD basis.

Geometry as ORCA input:
```
! wB97M-V def2-TZVPD RIJCOSX def2/J DEFGRID3
* xyz 1 1
C 1.13 0.38 0.01
C 0.27 0.39 -1.03
N -1.17 0.32 -0.83
N 2.46 0.64 -0.03
H 0.83 0.05 1.00
H 0.56 0.41 -2.06
H -1.54 -0.54 -1.22
H -1.48 0.40 0.15
H -1.58 1.09 -1.37
H 3.01 0.95 -0.81
H 2.92 0.57 0.88
H -2.22 -1.26 2.31
H -1.46 -2.16 1.55
O -1.73 -1.23 1.46
*
```

Calculated values
molar mass: 77.1 g mol⁻¹
LUMO energy: -0.1167 Ha
F_max: 1.55 eV/Å
orbital gap: 9.577 eV
E_HOMO: -12.75 eV


# 12
This record from the Open Molecules 2025 dataset describes a cluster of 2 separate species, C2H9N2O in total. The level of theory is the ωB97M-V functional and the def2-TZVPD basis.

Geometry as ORCA input:
```
! wB97M-V def2-TZVPD RIJCOSX def2/J DEFGRID3
* xyz 1 1
C 0.46 -0.12 0.77
C -0.61 0.62 1.12
N -0.76 1.97 0.98
N 0.16 -1.46 0.20
H 1.46 0.23 0.57
H -1.44 0.14 1.64
H -1.20 2.38 1.80
H 0.03 2.52 0.68
H 0.64 -2.25 0.65
H 0.35 -1.50 -0.83
H -0.83 -1.66 0.31
H 1.26 0.11 -2.53
H -0.03 -0.52 -3.09
O 0.50 -0.44 -2.29
*
```

Calculated values
molar mass: 77.1 g mol⁻¹
LUMO energy: -0.1193 Ha
F_max: 1.38 eV/Å
orbital gap: 9.813 eV
E_HOMO: -13.06 eV


- The lowest F_max belongs to which entry?
  C2H9BO2P2S